The following is a quantum chemistry calculation of a cluster of 6 separate species, C37H42N9O10 in total, from the Open Molecules 2025 dataset.

Values from the calculation:
ΔE to the lowest compared entry with this formula, charge and spin: 544.4 kJ/mol
gap between HOMO and LUMO: 6.0 eV
calculated total energy: -72910.9155 eV
largest force on an atom: 5.62 eV/Å
HOMO energy: -10.8 eV
LUMO energy: -4.83 eV

ORCA input file:
```
! RIJCOSX wB97M-V def2-TZVPD def2/J DEFGRID3
* xyz 1 1
O 4.3941 8.0285 9.0016
C -3.4151 7.0548 2.5529
C -3.8804 7.0137 1.2371
C -3.1977 6.2649 0.2770
C 1.1288 -2.3253 -0.5509
C -3.2303 -0.1699 2.7830
H -0.5329 0.6784 -2.6957
H -3.4788 0.6876 -5.8818
H -2.0010 -1.4360 0.4659
C -1.9553 0.8796 2.7845
C -0.8858 -1.7776 0.5555
H 2.6846 -9.7871 0.4737
H -4.1876 0.2639 3.3428
C -2.7395 -1.6269 3.4235
H 1.7862 -3.0956 -5.5539
H -1.4018 2.3449 1.1283
H -2.3876 1.9031 3.2206
C 0.7154 6.1484 9.2251
C -1.4165 0.6961 -6.4831
H -3.9603 7.6404 3.2902
C 0.2278 0.6876 -4.7046
O -2.4374 7.0036 5.1146
H -0.3873 -6.7490 -6.1572
H -1.0851 -5.9868 -8.4116
C 0.1672 7.1118 7.0714
N 1.4948 -1.0932 0.2663
O -2.8863 0.6528 -1.9807
H 0.6300 -1.1027 2.1816
C 0.7699 -3.2930 -7.4679
H 0.7223 1.2134 1.7304
C 1.9697 6.7603 9.1868
C 0.2595 -0.7550 1.1275
H -3.1359 -1.7691 4.5208
C -0.0847 0.6917 -6.0649
C -2.1294 0.6754 -4.1748
O -4.3746 0.6049 -3.5919
H 1.0347 -5.3008 -4.7319
H -4.7779 7.5623 0.9602
H 2.6582 6.6114 10.0158
H 0.4361 5.5340 10.0784
H -1.1399 0.5295 3.5549
H 3.3087 -6.4035 -2.1704
C 2.3143 7.5564 8.0858
N 1.8706 -3.4337 -0.9049
H -0.5370 7.2438 6.2529
H -1.1616 5.8523 8.2085
N 3.6215 8.2231 8.0514
N -0.3499 -2.0195 -0.8694
C -2.4460 0.6874 -5.5398
N -1.7784 6.3616 4.2841
C -0.4585 -5.3478 -7.7930
O -0.7424 5.7323 4.5453
H 1.2681 0.6857 -4.3865
H -1.5156 4.9804 -0.1328
C 4.6234 -9.6274 -0.4375
H -0.3584 -3.7845 -9.2628
O 1.9753 -1.3220 -7.2486
H -0.6652 5.0419 2.1857
C 0.7358 -4.9619 -5.7214
C -0.7930 0.6817 -3.7520
H -0.7106 -2.7756 1.1826
H -1.5485 -1.6308 3.4221
N -3.2068 0.6435 -3.1785
H 5.0012 -10.5284 0.0409
H -2.0875 0.7432 0.4069
N 1.2296 -1.9946 -7.9750
N 1.4741 -7.5786 -0.5464
H -3.0794 -2.4669 2.6831
C -2.0430 5.5605 0.6214
H 1.4214 -4.3773 -0.7056
H -3.5610 -0.3305 1.6572
C 4.9728 -7.7368 -1.9107
H -1.6520 0.7023 -7.5450
C 5.4495 -8.8921 -1.2892
H 2.8152 -3.4253 -1.3505
H 1.6739 8.3423 6.1603
O 0.7879 -8.2363 0.2490
N 0.0605 0.7422 1.0516
C -1.3767 1.1601 1.2709
C 3.3148 -9.2048 -0.1953
C -0.0665 -5.7753 -6.5235
C -2.2599 6.3405 2.8977
C 1.1586 -3.7164 -6.1899
O 1.0859 -6.5545 -1.1281
H 6.4716 -9.2210 -1.4690
C 1.4177 7.7312 7.0232
H 0.7147 0.6906 -6.8039
C -0.0443 -4.1032 -8.2712
O 0.8486 -1.6473 -9.1028
C 3.6652 -7.3059 -1.6785
O 3.8760 8.9453 7.0769
C -0.1826 6.3269 8.1716
C -1.5665 5.5963 1.9333
H 2.3963 -1.1625 0.7880
H 5.6221 -7.1699 -2.5744
C 2.8413 -8.0404 -0.8145
H -3.5685 6.2293 -0.7460
H -0.2268 -1.0010 -1.1527
*
```